{"formula": "C37H37Br3F3Li2N6O6", "method": "ωB97M-V with the def2-TZVPD basis set", "largest_force_ev_per_a": 3.737, "charge": 1, "homo_energy_ev": -8.53, "gap_ev": 2.73, "symbols": ["Li", "Li", "C", "O", "O", "C", "F", "F", "F", "C", "C", "H", "H", "H", "H", "H", "H", "C", "Br", "Br", "Br", "H", "C", "C", "C", "C", "C", "C", "N", "O", "O", "H", "H", "H", "H", "H", "C", "C", "C", "C", "C", "C", "N", "O", "O", "H", "H", "H", "H", "H", "N", "C", "C", "C", "C", "C", "H", "H", "H", "H", "H", "N", "C", "C", "C", "C", "C", "H", "H", "H", "H", "H", "N", "C", "C", "C", "C", "C", "H", "H", "H", "H", "H", "N", "C", "C", "C", "C", "C", "H", "H", "H", "H", "H"], "positions_angstrom": [[-5.401, 1.118, -0.578], [-6.924, -3.102, -2.903], [-0.944, -2.204, 0.193], [-0.327, -0.889, 0.444], [-2.191, -1.940, -0.381], [-0.030, -3.232, -0.665], [1.147, -3.461, -0.138], [-0.666, -4.410, -0.876], [0.139, -2.658, -1.813], [1.070, -0.797, 0.689], [1.404, 0.680, 0.883], [2.450, 0.936, 0.712], [0.800, 1.105, 0.081], [1.128, 1.019, 1.882], [1.667, -1.193, -0.133], [1.273, -1.369, 1.594], [-0.974, -2.682, 1.172], [3.423, 5.993, -4.469], [3.684, 6.425, -6.332], [2.571, 7.377, -3.327], [5.088, 5.347, -3.686], [2.772, 5.120, -4.432], [8.819, 7.112, 4.609], [7.600, 6.614, 4.234], [6.421, 7.357, 4.341], [6.498, 8.685, 4.704], [7.765, 9.256, 5.026], [8.855, 8.428, 5.074], [5.292, 9.581, 4.717], [5.460, 10.721, 5.070], [4.222, 9.092, 4.386], [9.668, 6.445, 4.600], [7.490, 5.596, 3.889], [5.478, 6.879, 4.122], [7.805, 10.284, 5.355], [9.783, 8.909, 5.344], [1.424, -8.523, 6.756], [1.716, -9.335, 7.796], [3.110, -9.368, 8.240], [4.123, -8.655, 7.604], [3.791, -7.877, 6.492], [2.436, -7.813, 6.098], [5.560, -8.664, 8.082], [5.807, -9.272, 9.120], [6.476, -8.177, 7.465], [0.396, -8.298, 6.513], [0.938, -9.799, 8.384], [3.328, -10.031, 9.064], [4.579, -7.365, 5.960], [2.117, -7.072, 5.380], [-4.181, 3.341, -4.828], [-3.066, 3.129, -5.658], [-2.774, 3.960, -6.757], [-3.684, 4.993, -7.103], [-4.735, 5.232, -6.228], [-4.936, 4.382, -5.120], [-2.436, 2.285, -5.416], [-1.929, 3.762, -7.400], [-3.575, 5.594, -7.994], [-5.482, 5.976, -6.462], [-5.852, 4.417, -4.549], [-8.612, -7.623, -1.633], [-9.240, -8.510, -2.441], [-9.947, -9.600, -1.938], [-10.064, -9.862, -0.608], [-9.483, -8.895, 0.249], [-8.756, -7.878, -0.339], [-9.211, -8.248, -3.488], [-10.441, -10.279, -2.617], [-10.734, -10.605, -0.202], [-9.658, -8.907, 1.315], [-8.377, -7.118, 0.329], [-4.081, 4.492, 2.469], [-4.316, 4.263, 3.794], [-3.997, 5.180, 4.790], [-3.396, 6.406, 4.415], [-3.178, 6.670, 3.017], [-3.506, 5.673, 2.095], [-4.749, 3.297, 4.007], [-4.179, 4.915, 5.820], [-3.181, 7.089, 5.225], [-2.799, 7.623, 2.679], [-3.274, 5.733, 1.042], [2.340, -0.530, -11.169], [3.157, 0.094, -10.278], [3.497, -0.369, -9.024], [2.917, -1.576, -8.636], [2.095, -2.309, -9.491], [1.855, -1.725, -10.759], [3.549, 1.029, -10.650], [4.193, 0.222, -8.448], [3.122, -2.055, -7.690], [1.781, -3.306, -9.219], [1.202, -2.254, -11.437]]}